Record 1
Computed, not measured: 7 unconnected molecules or ions with the total composition C29H37Cl3N4O6 at a distorted geometry, with the ωB97M-V functional and the def2-TZVPD basis.

XYZ file:
```
79
Properties=species:S:1:pos:R:3:forces:R:3:lowdin_charge:R:1
N -2.6768 -1.6267 0.7102 -0.007 0.255 0.875 0.05
C -2.8410 -2.4260 1.7690 0.075 0.042 -0.879 -0.16
C -2.9067 -3.8054 1.6104 0.571 -0.044 0.612 -0.09
C -2.7895 -4.3504 0.3423 -0.256 -0.999 -0.246 -0.08
C -2.7608 -3.5053 -0.7789 0.063 -1.192 1.813 -0.06
C -2.6390 -2.1647 -0.4953 -0.466 0.723 -1.326 -0.18
H -2.8847 -1.9333 2.7350 0.019 -0.184 -0.011 0.10
H -2.9372 -4.4329 2.4998 -0.082 0.024 -0.244 0.09
H -2.7346 -5.4690 0.2449 -0.264 1.267 -0.057 0.12
H -2.8720 -3.9638 -1.7372 0.336 0.288 -0.663 0.09
H -2.5758 -1.4500 -1.3172 0.099 -0.039 0.099 0.10
N 0.8478 2.5571 0.6085 0.024 0.780 0.896 0.03
C 1.5082 2.7235 -0.5363 0.023 0.866 0.207 -0.15
C 2.4852 3.7123 -0.7143 -0.173 0.613 0.773 -0.07
C 2.7500 4.5955 0.3662 -0.623 -0.526 -1.074 -0.07
C 2.0219 4.4354 1.5581 -0.033 -0.135 -0.254 -0.06
C 1.0697 3.4047 1.6527 1.388 -0.770 -1.862 -0.12
H 1.1512 2.1105 -1.3589 0.378 -0.181 0.015 0.09
H 2.9752 3.8528 -1.6846 -0.160 -0.132 0.451 0.11
H 3.4366 5.4393 0.1647 -0.368 -0.630 0.570 0.11
H 2.1978 5.1132 2.3891 -0.105 -0.141 -0.073 0.10
H 0.5602 3.1135 2.5531 -0.214 0.365 0.318 0.09
N 5.3932 0.1194 -2.7772 0.273 -0.097 1.350 0.08
C 4.7810 1.0456 -2.0306 -0.050 0.462 -1.609 -0.16
C 5.2191 1.4947 -0.8104 -0.421 0.058 0.873 -0.10
C 6.2362 0.8160 -0.1948 0.279 -0.811 0.084 -0.08
C 6.7692 -0.2933 -0.8421 0.830 -0.129 0.739 -0.08
C 6.3818 -0.5373 -2.1310 -0.738 -0.054 -1.507 -0.16
H 3.9693 1.5553 -2.5359 -0.238 -0.025 0.081 0.10
H 4.6986 2.2628 -0.2521 -0.005 0.153 -0.332 0.09
H 6.5623 1.1020 0.7860 0.154 0.030 0.343 0.10
H 7.4995 -0.9677 -0.3708 -0.251 0.583 -0.215 0.11
H 6.8608 -1.2807 -2.7547 0.135 -0.253 0.237 0.10
N -0.8788 -2.9929 4.6404 -1.278 -0.447 -0.100 0.06
C -1.7571 -3.8198 5.2464 -0.244 0.907 0.930 -0.16
C -1.4318 -4.8897 6.0846 1.417 0.333 -1.317 -0.05
C -0.0659 -5.2235 6.0747 -0.210 -0.326 0.638 -0.08
C 0.8268 -4.4240 5.3908 0.575 -0.055 -0.187 -0.08
C 0.3887 -3.3092 4.7085 0.730 0.671 -0.301 -0.18
H -2.7757 -3.4512 5.1937 -0.179 -0.288 -0.104 0.10
H -2.1412 -5.4711 6.6485 -0.245 0.067 -0.080 0.10
H 0.3019 -6.0837 6.6429 -0.155 0.296 -0.191 0.11
H 1.8910 -4.5808 5.3345 0.155 -0.516 0.352 0.10
H 1.1112 -2.6163 4.2189 -0.611 -0.617 0.336 0.10
C -5.8040 4.2135 -0.7411 0.589 0.392 0.032 -0.07
C -5.9699 2.7261 -0.6487 -0.566 -0.792 0.094 -0.20
O -5.1336 2.0411 -1.6582 -0.644 0.656 1.228 0.05
C -3.8731 1.7785 -1.3371 0.820 -0.519 0.077 -0.56
O -3.1475 1.1803 -2.1009 -0.324 0.534 0.634 0.11
O -3.4977 2.2083 -0.0948 -1.388 -0.458 -2.363 -0.04
C -2.1732 1.9023 0.2426 1.200 -0.373 1.727 -0.08
H -4.7887 4.4886 -0.3887 -0.404 -0.081 -0.667 0.08
H -6.4653 4.7784 -0.0710 -0.208 -0.397 -0.281 0.08
H -5.9996 4.4780 -1.7935 0.303 0.361 0.509 0.09
H -7.0013 2.4112 -0.8590 0.362 0.121 -0.399 0.12
H -5.7824 2.3358 0.3513 0.421 -0.011 -0.142 0.12
H -1.9150 0.8321 0.3003 -0.557 0.223 -0.506 0.07
H -2.2165 2.2192 1.2811 0.850 0.203 0.182 0.09
H -1.3865 2.4325 -0.3020 -0.594 0.069 -0.110 0.08
C -1.2777 1.0690 -4.8030 0.012 -0.682 -0.568 -0.07
C -0.0637 1.5144 -4.0496 0.648 0.990 0.176 -0.19
O 0.4592 0.6246 -3.0034 -1.027 0.834 0.217 0.01
C 1.2539 -0.3523 -3.3486 0.717 -1.254 -2.633 -0.63
O 1.6328 -0.5801 -4.4901 -0.292 0.330 0.964 0.10
O 1.5610 -1.1123 -2.3119 -0.188 -0.082 0.362 -0.02
C 2.3658 -2.2811 -2.5788 0.886 0.822 1.161 -0.02
H -2.1558 1.0067 -4.1678 -0.057 -0.210 -0.126 0.05
H -1.0422 0.1466 -5.3319 -0.234 -0.438 0.336 0.08
H -1.4599 1.7364 -5.6581 0.029 0.331 0.545 0.09
H -0.3159 2.4078 -3.4609 0.265 -0.155 -0.254 0.12
H 0.7188 1.7401 -4.7907 0.071 -0.136 0.631 0.13
H 3.3368 -1.9917 -2.9814 -0.192 0.091 -0.310 0.09
H 1.8965 -3.0308 -3.1856 -0.503 -0.058 -0.360 0.09
H 2.5536 -2.6409 -1.5684 -0.118 -0.331 -0.112 0.07
C 1.0443 -0.4470 1.2409 -0.416 -0.577 -0.519 -1.58
Cl 2.7294 -0.1268 1.4439 1.129 0.222 -0.212 0.57
Cl 0.2293 -0.0206 2.7131 -0.692 0.324 0.405 0.56
Cl 0.7911 -2.1794 0.9262 -0.022 -0.082 -0.136 0.55
H 0.6713 0.1065 0.3743 -0.027 -0.062 0.458 0.00
```
Forces are in eV/Å.

The HOMO energy is -0.342 hartree. The calculation puts the calculated total energy at -86484.5385 eV. Its charge is 0. As for the multiplicity: 1. As for the structure (SMILES): CCOC(=O)OC.CCOC(=O)OC.ClC(Cl)Cl.c1ccncc1.c1ccncc1.c1ccncc1.c1ccncc1.

Record 2
Computed, not measured: a molecular structure, C29H37CoN10O at a distorted geometry, with the ωB97M-V functional and the def2-TZVPD basis.

XYZ file:
```
78
Properties=species:S:1:pos:R:3:forces:R:3:lowdin_spin:R:1
Co -0.8221 -0.2759 1.2230 -2.153 -2.754 2.275 2.67
C -2.3377 3.7990 1.1829 -0.333 -0.110 -0.603 0.00
C -1.6109 2.5146 1.2626 -1.468 -2.078 1.129 0.00
N -2.1292 1.3232 1.4590 -0.925 2.622 0.207 0.05
C -3.5824 1.2483 1.7906 0.193 0.665 0.426 0.01
C -4.0521 -0.1714 2.1143 -0.891 -0.467 -0.272 0.00
N -2.9101 -1.0278 2.3683 0.153 -0.443 0.879 0.03
C -3.2370 -2.4677 2.4920 0.319 0.211 0.058 0.00
C -2.4381 -3.3306 1.5130 -0.244 -0.893 -0.335 0.00
N -1.1586 -2.7325 1.0800 -0.611 0.144 -0.840 0.03
C 0.0153 -3.4329 1.5911 -0.560 -1.326 -0.217 0.00
C 1.2736 -2.5765 1.5855 0.638 -0.152 0.029 0.01
N 1.0028 -1.1397 1.3083 2.999 -0.877 0.253 0.05
C 2.0410 -0.3651 1.1888 -0.863 -0.804 -0.448 0.00
C 3.4774 -0.7763 1.0759 -0.275 -0.209 0.203 0.00
C 1.6910 1.0624 1.1016 -1.283 0.953 0.505 0.00
C 2.5813 2.1439 1.0447 0.097 -0.369 -0.531 0.00
C 2.0719 3.4506 1.0151 -0.757 -0.803 0.364 0.00
C 0.6867 3.6168 1.2050 0.209 -0.252 0.088 0.00
C -0.1602 2.4886 1.2363 2.209 -0.277 -0.644 0.00
N 0.3393 1.2347 1.1866 2.791 3.191 -0.535 0.06
H -3.3607 3.6585 0.8221 0.239 0.078 -0.070 0.00
H -1.7882 4.4756 0.5285 -0.212 0.065 -0.006 0.00
H -2.4147 4.2615 2.1485 0.081 0.271 0.691 0.00
H -4.1371 1.6224 0.9252 -0.201 0.150 0.218 0.00
H -3.8316 1.8811 2.6877 0.545 -0.211 -0.995 0.00
H -4.6242 -0.5692 1.2504 0.383 0.044 0.379 0.00
H -4.7827 -0.1661 2.9722 0.629 0.162 -0.708 0.00
H -2.5002 -0.7357 3.2710 -0.039 -0.158 -0.813 0.00
H -4.2975 -2.6422 2.3016 -0.008 0.061 0.148 0.00
H -3.0155 -2.8452 3.4927 -0.124 0.397 0.113 0.00
H -3.0943 -3.5751 0.6485 0.674 0.329 0.247 0.00
H -2.2350 -4.3115 1.9959 -0.190 0.484 -0.293 0.00
H -1.1766 -2.7891 0.0590 0.296 0.069 0.393 0.00
H 0.1817 -4.3853 1.0010 0.027 0.940 0.543 0.00
H -0.2326 -3.7917 2.5976 0.169 0.370 -0.079 0.00
H 1.9651 -3.0414 0.8461 -0.294 0.663 0.341 0.00
H 1.7681 -2.6557 2.5826 -0.292 0.144 -0.704 0.00
H 3.8706 -0.5432 0.0734 -0.240 -0.082 0.217 0.00
H 3.5688 -1.8537 1.2640 0.356 0.570 0.013 0.00
H 4.0605 -0.1798 1.7820 0.117 -0.324 0.057 0.00
H 3.6644 1.9305 0.9778 -0.784 0.333 0.008 0.00
H 2.7358 4.2968 0.8582 -0.194 -0.105 0.328 0.00
H 0.2734 4.6044 1.4120 0.124 -0.243 -0.392 0.00
N -0.4889 -0.2075 3.5144 0.045 0.424 0.562 0.03
C -0.2438 0.5180 4.3976 0.094 -0.710 -0.905 0.01
C 0.1209 1.4327 5.3591 0.015 -0.105 -0.587 0.00
C 0.3616 1.0638 6.6664 0.507 -1.128 3.915 0.00
N 0.5475 0.7719 7.7890 -0.342 0.545 -2.354 0.00
C 0.3602 2.7373 4.9412 -0.413 1.206 -0.667 0.00
N 0.4376 3.8130 4.5186 0.221 -0.198 -0.075 0.00
C 3.2662 -0.9264 -6.3052 0.055 0.142 -0.019 0.00
C 3.0942 -1.5355 -4.9072 -0.329 0.508 0.432 0.00
N 2.0992 -0.8509 -4.0290 -0.563 -0.016 -0.341 0.00
C 2.4305 0.5551 -3.6364 -0.416 -1.187 -0.421 0.00
C 1.7921 1.6336 -4.4864 -0.355 -0.185 -0.316 0.00
C 0.8712 -1.4932 -3.8171 2.009 -0.361 -1.031 0.00
O 0.6400 -2.6170 -4.2769 -0.167 1.545 0.761 0.00
C -0.1520 -0.7960 -2.9598 -0.460 -0.634 -0.345 0.00
C -1.3549 -0.3726 -3.5520 0.289 0.370 0.419 0.00
C -2.4021 0.0710 -2.7514 1.263 -0.233 0.581 0.00
C -2.1833 0.0892 -1.3593 0.918 -0.377 -0.512 0.00
N -1.0416 -0.3493 -0.7683 -0.137 -0.193 -2.702 0.03
C -0.0352 -0.8287 -1.5913 -0.930 0.800 1.188 0.00
H 3.8095 -1.6296 -6.9673 -0.247 0.408 0.430 0.00
H 3.8278 0.0179 -6.2594 -0.025 -0.289 -0.050 0.00
H 2.3046 -0.6886 -6.7755 0.090 -0.248 0.132 0.00
H 4.0493 -1.5302 -4.3681 -0.111 -0.003 -0.119 0.00
H 2.7475 -2.5485 -4.9651 -0.032 -0.493 -0.162 0.00
H 3.5108 0.6284 -3.6768 0.226 -0.035 0.022 0.00
H 2.1454 0.6793 -2.6091 -0.191 0.159 0.644 0.00
H 2.2436 1.6881 -5.4907 -0.373 -0.090 0.366 0.00
H 1.9398 2.5937 -3.9965 -0.046 0.146 -0.039 0.00
H 0.7043 1.4354 -4.5532 0.533 0.284 -0.169 0.00
H -1.3903 -0.3296 -4.6349 -0.280 -0.194 0.060 0.00
H -3.3124 0.4290 -3.1930 -0.282 0.083 0.064 0.00
H -2.9193 0.5081 -0.6908 -0.124 -0.149 0.022 0.00
H 0.8807 -1.1935 -1.0881 -0.753 0.233 -0.409 0.00
```
Forces are in eV/Å.

The HOMO energy (alpha / beta) is -0.358 / -0.357 hartree. The calculation puts the calculated total energy at -85242.5033 eV. Its charge is +1. As for the multiplicity: 4.

Record 3
Computed, not measured: a molecular structure, C29H37CrF4O27 at a distorted geometry, with the ωB97M-V functional and the def2-TZVPD basis.

XYZ file:
```
98
Properties=species:S:1:pos:R:3:forces:R:3:lowdin_spin:R:1
Cr 2.6880 -1.1191 1.8178 -1.291 1.542 -2.865 3.93
O -0.8040 0.3656 1.0919 0.988 -0.359 -0.017 0.00
C 0.4486 -0.0326 1.3139 0.710 -0.702 -0.314 0.01
O 0.7658 -1.2167 0.9359 0.270 -0.491 1.027 -0.01
O 1.3528 0.6787 1.8149 -0.340 0.023 0.779 0.00
H -1.1614 -0.4162 0.6187 -0.672 0.275 0.083 0.00
C 4.0008 -3.6154 -4.3651 -0.140 -0.218 -0.586 0.00
C 3.3834 -3.8071 -3.0146 0.396 -0.084 0.157 0.00
C 4.3063 -4.5182 -2.0325 0.534 -0.175 -0.102 0.00
O 4.0604 -3.8316 -0.7844 -0.170 -0.156 0.195 0.00
C 3.4343 -2.7034 -1.0471 -0.231 -0.489 -0.363 0.01
O 3.1006 -1.9026 -0.1972 0.192 0.330 0.899 0.02
O 3.1665 -2.5362 -2.3274 0.044 0.160 0.215 0.00
H 4.2915 -4.6057 -4.7285 -0.002 0.056 -0.031 0.00
H 4.8932 -2.9917 -4.3689 0.005 0.039 0.282 0.00
H 3.2948 -3.2168 -5.0927 -0.049 0.056 0.107 0.00
H 2.4138 -4.2983 -3.0708 -0.044 0.016 -0.003 0.00
H 5.3692 -4.3950 -2.2537 -0.090 0.225 -0.159 0.00
H 4.1358 -5.5877 -1.9406 -0.404 0.100 0.254 0.00
C -5.6776 2.0741 -0.6951 0.293 0.056 1.145 0.00
C -4.3351 2.7479 -0.8248 0.074 -0.172 -1.110 0.00
C -3.1303 1.8041 -0.7009 -0.448 -0.793 -0.164 0.00
O -2.4580 1.8959 -1.9702 0.617 0.478 0.653 0.00
C -3.0698 2.8081 -2.7543 -0.805 0.009 -0.086 0.00
O -2.6751 3.1552 -3.8176 0.364 -0.001 -0.215 0.00
O -4.2308 3.2056 -2.2056 0.433 0.123 0.354 0.00
H -5.7059 1.1653 -1.2905 -0.168 0.117 -0.263 0.00
H -6.4764 2.7762 -0.9134 -0.096 -0.124 -0.265 0.00
H -5.7981 1.7732 0.3538 -0.064 0.009 -0.100 0.00
H -4.2068 3.6358 -0.2092 -0.169 -0.066 0.183 0.00
H -3.3920 0.7466 -0.6281 -0.370 0.127 0.217 0.00
H -2.5040 2.0592 0.1471 0.296 0.171 -0.275 0.00
C -1.3431 0.9294 4.8189 -0.741 -1.069 -0.210 0.00
C -0.2576 1.7977 5.3737 0.255 0.037 -1.027 0.00
C 0.4205 2.6153 4.2512 -0.256 0.358 0.352 0.00
O 0.1609 3.9734 4.6071 0.246 -0.230 0.197 0.00
C -0.4709 4.0340 5.7993 0.005 -0.104 0.023 0.00
O -0.7201 5.0263 6.3892 -0.099 0.127 0.019 0.00
O -0.7871 2.7822 6.2413 0.183 0.064 0.097 0.00
H -0.9610 0.0939 4.2183 0.376 0.140 0.127 0.00
H -2.0301 1.4339 4.1371 0.055 0.432 0.248 0.00
H -1.9254 0.4498 5.6103 0.050 0.220 0.120 0.00
H 0.4935 1.1884 5.8772 -0.122 0.106 0.384 0.00
H -0.0369 2.4393 3.2804 0.124 -0.138 -0.031 0.00
H 1.4948 2.4414 4.2172 0.024 0.122 -0.164 0.00
C 4.6755 1.4344 -3.3348 0.143 0.092 0.009 0.00
C 5.1465 1.7555 -1.9259 -0.085 0.818 -0.519 0.00
C 4.4692 2.9480 -1.2294 -0.078 0.525 -0.127 0.00
O 3.8865 2.3747 -0.0426 0.034 0.056 0.151 0.00
C 4.2481 1.1114 0.0553 0.212 -0.063 -0.341 0.01
O 4.0513 0.4274 1.0333 -0.194 -0.467 0.719 0.03
O 4.8631 0.6647 -1.0269 0.432 -0.097 0.196 0.00
H 4.2165 2.3161 -3.7814 -0.130 -0.083 -0.022 0.00
H 3.9726 0.6031 -3.3212 -0.131 0.079 -0.034 0.00
H 5.5192 1.1695 -3.9688 -0.035 -0.151 0.017 0.00
H 6.2121 1.9821 -1.9528 0.098 -0.562 0.298 0.00
H 3.7101 3.4738 -1.8089 -0.241 -0.420 0.039 0.00
H 5.1721 3.7228 -0.9244 0.104 -0.212 0.154 0.00
C 0.1344 3.3021 -0.2824 0.684 0.600 -0.577 0.00
C 1.2363 3.9012 0.5974 -0.599 -0.994 0.781 0.00
O 0.5350 4.4596 1.6805 -0.048 0.255 -0.470 0.00
C -0.8095 4.4376 1.4389 0.156 -0.063 0.014 0.00
O -1.6361 4.8260 2.1823 -0.200 0.137 0.094 0.00
O -1.0588 3.8543 0.2411 -0.015 -0.251 0.049 0.00
F 1.9669 4.8346 -0.0644 0.075 0.196 0.013 0.00
H 0.1622 2.2138 -0.2652 -0.373 0.019 0.240 0.00
H 0.2562 3.6329 -1.3147 -0.067 0.020 0.019 0.00
H 1.8807 3.1430 1.0376 0.354 0.215 -0.297 0.00
C -0.4777 -4.4310 0.1527 -0.528 0.659 -0.292 0.00
C -1.6201 -5.2920 -0.3688 0.306 0.342 -0.762 0.00
O -0.9461 -6.3485 -1.0127 -0.073 -0.178 0.337 0.00
C 0.3526 -6.0172 -1.2336 -0.534 0.268 0.103 0.00
O 1.1224 -6.6780 -1.8389 0.384 -0.021 -0.196 0.00
O 0.6150 -4.8121 -0.6753 0.520 -0.495 0.357 0.00
F -2.3132 -4.6063 -1.3356 -0.020 -0.031 0.167 0.00
H -0.3202 -4.5876 1.2210 0.407 -0.171 -0.115 0.00
H -0.6334 -3.3750 -0.0473 -0.332 -0.022 0.242 0.00
H -2.3341 -5.6709 0.3523 0.030 -0.117 0.070 0.00
C -4.0318 -0.9115 3.6972 -0.425 0.042 0.699 0.00
C -4.6068 -0.0447 2.6002 0.087 -0.328 -0.243 0.00
O -4.3201 -0.8112 1.4506 0.233 0.176 0.025 0.00
C -3.2319 -1.5852 1.7102 -0.502 0.182 0.190 0.00
O -2.6271 -2.1724 0.8769 0.489 -0.153 -0.130 0.00
O -2.9618 -1.5837 3.0262 -0.089 -0.136 0.042 0.00
F -3.9161 1.1362 2.5117 -0.138 0.021 -0.050 0.00
H -4.7674 -1.6191 4.0883 0.038 -0.201 -0.396 0.00
H -3.6692 -0.3802 4.5707 0.272 0.285 -0.278 0.00
H -5.6733 0.1493 2.5983 -0.034 0.129 0.227 0.00
C -0.5297 -0.6366 -2.0369 -0.147 -0.219 -0.086 0.00
C -0.2741 -1.4055 -3.3315 -0.321 0.016 0.060 0.00
O -1.5496 -1.7602 -3.7688 0.244 -0.147 -0.019 0.00
C -2.4556 -1.6286 -2.7588 0.073 1.131 0.161 0.00
O -3.5918 -1.9165 -2.8115 -0.381 -0.470 -0.040 0.00
O -1.8841 -0.9529 -1.7208 0.256 -0.354 -0.079 0.00
F 0.4361 -2.5643 -3.1114 0.059 0.052 0.137 0.00
H -0.4464 0.4388 -2.1949 -0.005 0.014 0.032 0.00
H 0.0889 -0.9877 -1.2125 0.262 0.018 -0.234 0.00
H 0.2383 -0.8361 -4.1013 0.010 -0.088 -0.101 0.00
```
Forces are in eV/Å.

The HOMO energy (alpha / beta) is -0.463 / -0.463 hartree. The calculation puts the calculated total energy at -125244.6299 eV. Its charge is +1. As for the multiplicity: 5.